Below is C4H10N2OS in the gas phase at a distorted geometry, with properties calculated with ωB97M-V/def2-TZVPD.

Calculated values
E_tot: -741.2332 a.u.
Largest force on an atom: 3.08 eV Å⁻¹
SMILES: [NH3+]CC(=O)NCC[S-]
Orbital gap: 6.5 eV

The geometry in ORCA input format:
```
! wB97M-V def2-TZVPD RIJCOSX def2/J DEFGRID3
* xyz 0 1
O 1.673 1.267 -0.458
C 0.935 0.515 0.203
N 0.121 1.053 1.143
C -1.167 0.423 1.303
C -2.050 0.599 0.099
S -1.994 -0.962 -0.798
C 0.879 -0.875 -0.161
N 1.951 -1.095 -1.148
H 0.096 2.053 1.081
H -0.993 -0.642 1.455
H -1.640 0.799 2.211
H -1.533 1.332 -0.525
H -3.034 1.005 0.309
H 0.019 -0.599 -0.773
H 0.179 -1.655 0.069
H 2.193 -0.049 -1.283
H 2.731 -1.595 -0.752
H 1.635 -1.574 -1.976
*
```

Atomic partial charges in e from the natural (NBO) method, atoms 1 to 2: O -0.675; C 0.663

Below is a molecular structure, C23H18CaN9O4S2, with properties calculated with ωB97M-V/def2-TZVPD.

Calculated values
E_tot: -3155.0317 a.u.
Largest force on an atom: 0.67 eV Å⁻¹
Orbital gap: 7.3 eV

The geometry in ORCA input format:
```
! wB97M-V def2-TZVPD RIJCOSX def2/J DEFGRID3
* xyz 1 1
Ca 0.010 0.481 0.242
N -3.513 2.089 0.509
C -3.377 0.960 1.267
N -2.267 0.266 1.297
C -2.375 -0.776 2.215
C -3.591 -0.911 2.796
S -4.650 0.332 2.245
C -1.190 -1.594 2.509
C -1.125 -2.675 3.324
S 0.511 -3.219 3.455
C 0.995 -1.981 2.361
N 0.015 -1.224 1.935
N 2.277 -1.792 1.939
H -2.716 2.726 0.641
H -4.372 2.597 0.664
H -3.908 -1.641 3.521
H -1.922 -3.163 3.856
H 2.997 -2.309 2.415
H 2.512 -0.824 1.730
O 1.304 -4.761 -5.610
N 0.364 -4.079 -5.268
O -0.769 -4.173 -5.692
C 0.640 -2.991 -4.302
C 1.871 -2.448 -4.357
C 2.207 -1.348 -3.507
C 3.464 -0.720 -3.575
C 3.722 0.340 -2.748
C 2.721 0.747 -1.855
N 1.534 0.179 -1.776
C 1.266 -0.862 -2.592
C -0.044 -1.486 -2.520
N -0.910 -1.003 -1.600
C -2.115 -1.531 -1.530
C -2.536 -2.588 -2.344
C -1.666 -3.103 -3.267
C -0.379 -2.542 -3.387
H 2.600 -2.837 -5.054
H 4.206 -1.079 -4.277
H 4.669 0.860 -2.761
H 2.902 1.563 -1.165
H -2.782 -1.109 -0.788
H -3.533 -2.988 -2.236
H -1.962 -3.920 -3.905
C -0.431 5.471 3.363
N 0.285 4.334 2.793
C 1.529 3.993 3.225
C 2.198 2.931 2.732
C 1.536 2.154 1.724
O 2.048 1.115 1.199
N 0.309 2.516 1.303
C -0.356 3.582 1.813
O -1.504 3.867 1.474
H 0.287 6.128 3.845
H -1.170 5.135 4.090
H -0.940 6.007 2.567
H 1.938 4.636 3.993
H 3.185 2.668 3.078
*
```

Atomic partial charges in e from the natural (NBO) method, atoms 1 to 2: Ca 1.772; N -0.813

Below is 2 unconnected molecules or ions with the total composition CH7N2O at a distorted geometry, with properties calculated with ωB97M-V/def2-TZVPD.

Calculated values
E_tot: -227.0134 a.u.
Largest force on an atom: 3.17 eV Å⁻¹
Orbital gap: 7.0 eV

The geometry in ORCA input format:
```
! wB97M-V def2-TZVPD RIJCOSX def2/J DEFGRID3
* xyz -1 1
N 1.126 2.078 1.065
H 1.495 1.695 1.951
H 0.070 2.268 1.304
H 1.056 1.488 0.180
N 0.147 -0.262 -0.784
C -0.629 -1.632 -0.403
O -1.782 -1.784 -1.119
H -0.017 -0.317 -1.801
H -0.677 0.329 -0.442
H 0.107 -2.467 -0.583
H -0.897 -1.395 0.631
*
```

Atomic partial charges in e from the natural (NBO) method, atoms 1 to 2: N -1.141; H 0.356

Below is 6 unconnected molecules or ions with the total composition C37H49F9N7O5 at a distorted geometry, with properties calculated with ωB97M-V/def2-TZVPD.

Calculated values
E_tot: -3097.5748 a.u.
Largest force on an atom: 2.43 eV Å⁻¹
Orbital gap: 7.1 eV

The geometry in ORCA input format:
```
! wB97M-V def2-TZVPD RIJCOSX def2/J DEFGRID3
* xyz -1 1
C 1.292 3.873 2.940
C 1.878 3.738 1.522
O 1.504 4.915 0.768
C 1.559 4.661 -0.575
O 2.507 4.066 -1.051
C 0.467 5.161 -1.487
C -0.830 5.631 -0.806
C -1.518 4.618 0.143
N -2.280 3.518 -0.397
C -1.431 2.522 -0.991
C -1.646 1.071 -0.524
C -1.384 0.874 0.972
O -0.523 -0.272 1.152
C -3.585 3.762 -0.981
C -3.397 4.072 -2.517
C -3.616 2.906 -3.493
N -4.952 2.941 -4.125
C -4.480 2.471 -0.734
O -5.442 2.206 -1.487
O -4.237 1.842 0.312
C -4.407 4.937 -0.415
F -3.843 6.142 -0.728
F -5.552 4.948 -1.151
C -4.959 5.010 1.042
F -5.955 5.955 0.960
F -5.602 3.941 1.503
C -4.101 5.565 2.233
F -5.008 5.963 3.160
F -3.433 6.685 1.934
C -3.200 4.515 2.999
F -3.769 4.200 4.171
F -2.037 5.112 3.317
F -3.007 3.396 2.338
H 0.395 3.258 3.004
H 2.022 3.507 3.659
H 1.014 4.912 3.096
H 2.962 3.637 1.565
H 1.475 2.849 1.033
H 0.869 6.007 -2.050
H 0.233 4.405 -2.233
H -0.570 6.494 -0.180
H -1.497 6.048 -1.558
H -2.120 5.259 0.787
H -0.742 4.273 0.829
H -0.405 2.721 -0.665
H -1.340 2.488 -2.089
H -0.893 0.484 -1.076
H -2.608 0.680 -0.850
H -2.337 0.624 1.437
H -0.929 1.753 1.424
H -0.850 -0.962 0.570
H -2.365 4.377 -2.702
H -3.988 4.911 -2.883
H -2.906 3.019 -4.324
H -3.425 1.919 -3.065
H -5.294 1.989 -4.113
H -5.585 3.441 -3.513
N -1.516 -4.053 -0.668
C -1.052 -5.168 -0.022
C -1.998 -5.548 0.890
C -3.079 -4.630 0.789
C -2.753 -3.723 -0.181
H -1.025 -3.555 -1.387
H -0.093 -5.591 -0.267
H -1.926 -6.392 1.557
H -3.990 -4.636 1.363
H -3.290 -2.872 -0.566
N 2.800 -0.005 3.333
C 3.839 -0.284 4.183
C 3.364 -1.118 5.163
C 1.988 -1.351 4.889
C 1.673 -0.653 3.753
H 2.855 0.586 2.523
H 4.819 0.131 4.017
H 3.939 -1.517 5.982
H 1.308 -1.962 5.459
H 0.748 -0.559 3.205
N 3.876 -3.200 2.461
C 4.194 -3.406 1.149
C 4.074 -4.747 0.891
C 3.662 -5.373 2.099
C 3.547 -4.387 3.046
H 3.881 -2.307 2.928
H 4.477 -2.585 0.512
H 4.259 -5.226 -0.057
H 3.470 -6.422 2.254
H 3.260 -4.430 4.082
N 5.958 -8.097 -0.126
C 6.165 -9.447 -0.203
C 6.406 -9.763 -1.514
C 6.345 -8.554 -2.257
C 6.069 -7.546 -1.373
H 5.753 -7.588 0.716
H 6.123 -10.064 0.678
H 6.604 -10.750 -1.897
H 6.487 -8.439 -3.319
H 5.942 -6.488 -1.523
N 0.430 -2.152 -3.917
C 0.647 -3.503 -3.986
C 0.902 -3.822 -5.292
C 0.840 -2.616 -6.040
C 0.549 -1.605 -5.164
H 0.216 -1.639 -3.081
H 0.602 -4.119 -3.103
H 1.110 -4.809 -5.669
H 0.992 -2.504 -7.101
H 0.417 -0.548 -5.319
*
```

Atomic partial charges in e from the Löwdin method, atoms 1 to 2: C -0.048; C -0.222

Below is a molecular structure, C38H53N16S2Tb at a distorted geometry, with properties calculated with ωB97M-V/def2-TZVPD.

Calculated values
E_tot: -3976.2581 a.u.
Largest force on an atom: 2.84 eV Å⁻¹
Orbital gap (spin up / spin down): 6.7 / 8.2 eV

The geometry in ORCA input format:
```
! wB97M-V def2-TZVPD RIJCOSX def2/J DEFGRID3
* xyz 2 7
Tb -3.653 -17.046 11.671
C -7.267 -11.817 9.006
C -5.861 -12.288 8.919
N -4.991 -12.048 7.995
N -3.939 -12.850 8.296
C -4.089 -13.521 9.463
S -2.884 -14.444 10.209
N -5.308 -13.155 9.857
N -5.854 -13.511 11.063
H -7.497 -11.166 8.197
H -7.371 -11.104 9.850
H -7.926 -12.668 9.060
H -3.073 -12.755 7.814
H -6.825 -13.835 10.918
H -5.824 -12.755 11.708
C -5.139 -16.102 14.404
N -6.425 -15.865 13.817
C -7.118 -14.688 14.250
C -6.762 -16.577 12.736
N -5.868 -17.339 12.130
C -6.332 -18.608 11.621
C -7.124 -19.451 12.395
C -7.578 -20.702 11.874
C -7.212 -21.037 10.583
C -6.318 -20.247 9.826
C -5.808 -19.066 10.364
N -4.862 -18.191 9.821
C -4.193 -18.421 8.687
N -4.070 -17.431 7.797
C -3.034 -17.337 6.807
C -4.993 -16.312 7.828
N -3.630 -19.672 8.452
C -3.489 -20.151 7.095
C -3.324 -20.618 9.526
N -8.083 -16.572 12.384
C -9.075 -16.670 13.463
C -8.552 -16.815 11.053
H -5.146 -15.703 15.419
H -4.476 -14.512 13.295
H -4.940 -17.151 14.542
H -6.372 -13.930 14.382
H -7.639 -14.904 15.165
H -7.817 -14.411 13.445
H -7.264 -19.199 13.439
H -8.227 -21.244 12.493
H -7.706 -21.866 10.102
H -5.971 -20.647 8.926
H -3.307 -17.666 5.817
H -2.188 -17.915 7.136
H -2.761 -16.298 6.739
H -5.326 -16.247 6.787
H -4.496 -15.424 8.140
H -5.810 -16.564 8.563
H -4.192 -19.624 6.448
H -3.734 -21.194 7.039
H -2.491 -20.152 6.719
H -3.509 -20.096 10.453
H -2.268 -20.839 9.425
H -3.893 -21.526 9.444
H -8.529 -16.714 14.393
H -9.575 -17.591 13.257
H -9.768 -15.818 13.476
H -7.791 -16.597 10.274
H -9.440 -16.230 10.964
H -8.909 -17.876 10.935
N -2.845 -18.548 13.084
C -2.492 -18.423 14.196
N -2.174 -18.384 15.404
C -2.942 -17.742 16.283
N -3.552 -17.140 17.032
C 0.310 -16.588 7.297
C -0.126 -17.371 8.489
C 0.202 -18.536 9.154
C -0.670 -18.618 10.234
N -1.531 -17.611 10.247
N -1.174 -16.866 9.189
C -0.477 -19.650 11.368
H 1.201 -16.055 7.613
H -0.497 -15.935 6.950
H 0.601 -17.252 6.530
H 1.038 -19.145 8.874
H -1.686 -16.126 8.859
H 0.139 -20.443 10.996
H -1.378 -20.162 11.540
H -0.200 -19.217 12.311
N -4.091 -15.454 13.519
S -1.851 -12.476 13.613
C -3.395 -11.624 13.310
C -3.492 -10.884 12.109
C -4.665 -10.246 11.798
C -5.780 -10.303 12.629
C -5.660 -10.978 13.872
C -4.481 -11.651 14.190
C -1.925 -12.699 15.401
C -2.034 -11.583 16.229
C -2.164 -11.747 17.642
C -2.012 -13.020 18.185
C -1.776 -14.132 17.374
C -1.725 -13.973 15.981
H -3.238 -15.340 14.010
H -2.620 -10.714 11.491
H -4.752 -9.649 10.922
H -6.712 -9.795 12.416
H -6.481 -11.015 14.608
H -4.340 -12.090 15.157
H -2.055 -10.581 15.800
H -2.329 -10.893 18.287
H -1.954 -13.173 19.263
H -1.771 -15.119 17.840
H -1.555 -14.806 15.307
*
```

Atomic partial charges in e from the Löwdin method, atoms 1 to 2: Tb 1.514; C 0.023

Below is a molecular structure, C32H33N7O4STi at a distorted geometry, with properties calculated with ωB97M-V/def2-TZVPD.

Calculated values
E_tot: -3171.2118 a.u.
Largest force on an atom: 1.52 eV Å⁻¹
Orbital gap (spin up / spin down): 4.1 / 6.8 eV

The geometry in ORCA input format:
```
! wB97M-V def2-TZVPD RIJCOSX def2/J DEFGRID3
* xyz 0 3
Ti -0.234 -0.034 0.326
C -1.149 5.695 0.762
O -0.881 4.314 0.924
C 0.270 3.973 1.552
C 1.202 4.863 2.059
C 2.378 4.415 2.682
C 2.620 3.067 2.805
C 1.691 2.152 2.286
C 1.925 0.715 2.502
N 1.204 -0.199 1.989
N 1.505 -1.523 2.406
C 0.627 -2.306 1.836
O -0.273 -1.900 1.017
C 0.579 -3.762 2.182
C 1.597 -4.349 2.925
C 1.533 -5.698 3.245
C 0.448 -6.458 2.826
C -0.567 -5.872 2.085
C -0.500 -4.523 1.758
C 0.521 2.585 1.649
O -0.325 1.722 1.180
H -2.075 5.755 0.199
H -1.273 6.183 1.732
H -0.344 6.187 0.209
H 1.021 5.926 1.987
H 3.083 5.135 3.076
H 3.509 2.702 3.305
H 2.734 0.408 3.167
H 2.431 -3.743 3.250
H 2.328 -6.152 3.822
H 0.397 -7.510 3.081
H -1.415 -6.463 1.762
H -1.284 -4.053 1.181
N -0.854 1.862 -1.640
C -2.279 1.753 -1.781
C -2.893 2.434 -2.833
C -4.265 2.336 -3.024
C -5.021 1.575 -2.156
C -4.430 0.872 -1.083
C -5.202 0.085 -0.200
C -4.538 -0.612 0.823
C -3.181 -0.553 0.921
N -2.377 0.187 0.089
C -3.012 0.942 -0.900
H -0.454 2.514 -2.302
H -0.645 2.241 -0.712
H -2.287 3.048 -3.490
H -4.742 2.867 -3.839
H -6.095 1.502 -2.280
H -6.276 0.041 -0.323
H -5.080 -1.221 1.536
H -2.663 -1.119 1.688
N 3.962 2.414 -2.082
C 3.359 1.210 -1.812
C 2.237 1.152 -0.955
N 1.629 0.027 -0.728
C 2.101 -1.088 -1.285
C 3.188 -1.018 -2.136
N 3.809 0.123 -2.407
H 3.871 3.142 -1.392
H 4.883 2.334 -2.484
H 1.862 2.049 -0.474
H 1.609 -2.018 -1.049
H 3.565 -1.922 -2.598
O -0.672 -1.201 -1.621
S -2.033 -1.518 -2.229
C -1.818 -3.128 -2.984
C -2.416 -3.026 -4.381
C -1.906 -1.694 -4.930
C -2.105 -0.665 -3.819
H -2.274 -3.876 -2.340
H -0.736 -3.279 -3.014
H -3.508 -3.019 -4.328
H -2.132 -3.878 -4.997
H -2.426 -1.397 -5.841
H -0.845 -1.777 -5.175
H -3.068 -0.154 -3.850
H -1.325 0.092 -3.748
*
```

Atomic partial charges in e from the natural (NBO) method, atoms 1 to 2: Ti 1.631; C -0.250

Below is a molecular structure, C12H23BrFGaNO4 at a distorted geometry, with properties calculated with ωB97M-V/def2-TZVPD.

Calculated values
E_tot: -5425.5011 a.u.
Largest force on an atom: 4.14 eV Å⁻¹
Orbital gap: 7.5 eV

The geometry in ORCA input format:
```
! wB97M-V def2-TZVPD RIJCOSX def2/J DEFGRID3
* xyz -1 1
N 0.614 2.517 3.018
Ga -0.207 2.071 1.288
C 0.047 0.036 1.021
C 0.934 -0.321 -0.136
F 0.706 -1.667 -0.537
C -2.150 2.688 1.372
C -3.050 2.203 0.233
C -3.509 0.764 0.416
Br -3.718 -0.104 -1.338
C 0.942 3.038 -0.115
C 0.483 4.468 -0.470
C -0.773 4.474 -1.261
O -1.713 5.115 -1.001
O -0.759 3.657 -2.314
H 0.056 2.091 3.753
H 1.495 2.010 3.032
H 0.539 -0.362 1.905
H -0.870 -0.537 0.896
H 1.960 -0.263 0.206
H 0.744 0.274 -1.016
H -2.129 3.768 1.303
H -2.608 2.428 2.322
H -2.609 2.338 -0.743
H -3.950 2.812 0.240
H -4.492 0.746 0.851
H -2.869 0.184 1.060
H 1.058 2.498 -1.048
H 1.926 3.132 0.335
H 0.397 5.111 0.388
H 1.242 4.909 -1.123
H -1.695 3.555 -2.552
O 4.050 -6.740 -1.616
C 3.147 -6.004 -1.329
O 2.844 -4.896 -2.035
C 1.780 -4.162 -1.382
C 1.070 -5.188 -0.516
C 2.212 -6.129 -0.139
H 2.219 -3.359 -0.796
H 1.129 -3.727 -2.134
H 0.557 -4.744 0.333
H 0.332 -5.730 -1.111
H 2.740 -5.795 0.756
H 1.882 -7.157 -0.016
*
```

Atomic partial charges in e from the natural (NBO) method, atoms 1 to 2: N -1.339; Ga 1.477

Below is C18H23NO6S in the gas phase at a distorted geometry, with properties calculated with ωB97M-V/def2-TZVPD.

Calculated values
E_tot: -1604.0059 a.u.
Largest force on an atom: 6.16 eV Å⁻¹
SMILES: CC(C)(C)C(=O)OCOC(=O)[C@@H]1N2C(=O)/C(=C/C=C/C=O)[C@H]2SC1(C)C
Orbital gap: 7.9 eV

The geometry in ORCA input format:
```
! wB97M-V def2-TZVPD RIJCOSX def2/J DEFGRID3
* xyz 0 1
O 4.652 1.921 -6.884
O -1.662 3.527 -2.485
O -2.380 -3.074 3.461
O -2.418 1.777 2.024
O -1.288 -2.145 1.659
O -1.048 0.115 1.190
S 1.650 2.177 -0.167
C 4.207 1.603 -5.772
C -0.999 2.523 -2.287
C -1.562 -3.154 2.541
C -1.534 1.394 1.246
C 1.088 2.483 -3.820
C 0.366 2.239 -2.659
C 2.940 2.118 -5.290
C 2.404 1.915 -4.064
N -0.807 1.783 -1.097
C -1.799 -0.854 1.998
C -1.779 -5.147 1.020
C 0.483 -4.359 1.711
C -1.026 -5.463 3.433
C 0.272 4.606 0.172
C 0.432 3.092 2.150
C -0.966 -4.535 2.202
C 0.269 3.110 0.624
C -1.046 2.433 0.197
C 0.592 1.446 -1.440
H 4.806 0.887 -5.199
H 0.579 3.027 -4.581
H 2.459 2.775 -5.993
H 2.845 1.301 -3.256
H -1.662 -0.646 3.084
H -2.896 -0.781 1.787
H -1.365 -6.137 0.843
H -2.828 -5.291 1.317
H -1.689 -4.532 0.098
H 0.942 -5.282 1.374
H 0.551 -3.641 0.880
H 1.087 -3.926 2.522
H -2.085 -5.731 3.675
H -0.600 -4.948 4.252
H -0.469 -6.403 3.224
H 1.193 5.110 0.469
H -0.508 5.208 0.629
H 0.197 4.637 -0.914
H 1.232 3.730 2.500
H 0.675 2.091 2.552
H -0.488 3.440 2.600
H -1.832 3.191 0.112
H 0.815 0.388 -1.638
*
```

Atomic partial charges in e from the natural (NBO) method, atoms 1 to 2: O -0.511; O -0.548

Below is 2 unconnected molecules or ions with the total composition C6H7N at a distorted geometry, with properties calculated with ωB97M-V/def2-TZVPD.

Calculated values
E_tot: -287.3849 a.u.
Largest force on an atom: 5.39 eV Å⁻¹
Orbital gap (spin up / spin down): 8.6 / 8.6 eV

The geometry in ORCA input format:
```
! wB97M-V def2-TZVPD RIJCOSX def2/J DEFGRID3
* xyz 0 1
C 0.283 -1.693 -0.047
C -0.986 -1.396 0.148
C 1.377 -0.987 -0.244
C -1.222 0.029 -0.075
C 1.409 0.352 0.376
C 0.006 0.863 -0.264
N -2.484 0.461 0.049
H -1.694 -2.030 0.694
H 2.411 -1.248 -1.228
H 1.017 0.251 1.392
H 2.307 1.055 0.040
H 0.168 1.112 -1.380
H -0.078 1.775 0.346
H -2.514 1.456 0.192
*
```

Atomic partial charges in e from the natural (NBO) method, atoms 1 to 2: C 0.018; C -0.305